Density functional theory data (ωB97M-V/def2-TZVPD) for a structure of composition C12H19AsHgN2S.

```
36
Properties=species:S:1:pos:R:3
Hg -0.6901 0.9536 2.1278
S -1.1677 0.3576 5.4484
C 0.3764 -0.3149 5.4331
N 0.6529 -1.6215 5.4724
C 2.0835 -1.9045 5.3857
C 2.7041 -0.4920 5.3941
N 1.5246 0.3714 5.3760
H -0.0584 -2.3289 5.4487
H 2.3126 -2.4485 4.4682
H 2.4075 -2.5011 6.2374
H 3.3264 -0.3071 4.5188
H 3.2984 -0.3134 6.2905
H 1.5651 1.3722 5.4314
C 1.3711 -0.8481 -2.5285
As 0.4738 -0.1306 -0.9499
C 0.8364 1.7609 -1.2509
C -1.4784 -0.3550 -1.3600
C -1.7606 0.1016 -2.7402
C -1.8477 -0.8207 -3.7873
C -2.1653 -0.4052 -5.0671
C -2.3685 0.9439 -5.3301
C -2.2626 1.8738 -4.3031
C -1.9549 1.4579 -3.0207
H 0.9999 -0.3411 -3.4180
H 1.2117 -1.9198 -2.6267
H 2.4406 -0.6623 -2.4389
H 0.7308 2.0093 -2.3056
H 1.8655 1.9574 -0.9499
H 0.1776 2.3821 -0.6474
H -2.0056 0.2190 -0.5973
H -1.6932 -1.4142 -1.2266
H -1.6964 -1.8732 -3.5773
H -2.2654 -1.1332 -5.8606
H -2.6193 1.2706 -6.3299
H -2.4300 2.9238 -4.5014
H -1.8946 2.1800 -2.2150
```

Summary:
**E_LUMO (alpha / beta)**: -2.524 / -6.790 eV
**Energy above the lowest of the compared OMol25 structures with the same formula, charge and spin**: 0.253 eV
**HOMO-LUMO gap (alpha / beta)**: 8.8 / 3.9 eV
**2S+1**: 2
**<S²>**: 0.77
**HOMO level (alpha / beta)**: -0.415 / -0.393 Ha
**E**: -91574.2727 eV
**Net charge**: +1